The molecule C7H11BO, computed with wB97M-V/def2-TZVPD.

```
20
Properties=species:S:1:pos:R:3
O -1.42819 -1.25346 -0.94119
C -0.67619 -1.63579 1.46241
C -1.10203 0.78948 2.42954
C -0.91178 -0.30193 1.97548
C 2.63845 1.11813 -0.48243
C -0.02156 0.70233 -1.42798
C -0.53197 -1.73166 -0.04262
C -1.43277 0.15026 -1.08864
B 1.17435 0.19707 -0.54121
H -0.09199 -2.66593 -0.37451
H -1.48914 -2.28905 1.81402
H -2.14532 0.33684 -1.89633
H -1.79664 0.62273 -0.16899
H -1.28875 1.75521 2.79396
H 3.39411 0.76533 0.20371
H 0.20644 0.38149 -2.45176
H 3.03804 1.14994 -1.49204
H 2.34363 2.12978 -0.20990
H 0.25713 -2.00744 1.89908
H -0.13581 1.78664 -1.46061
```

Summary:
* gap between HOMO and LUMO (spin up / spin down): 7.743 / 7.741 eV
* molecular weight: 122.0 g/mol
* relative energy (zero: lowest compared OMol25 entry of this formula, charge and spin): 3.5550 eV

Here are the Mulliken charges for atoms 1 to 2, given in e:
1 O -0.408
2 C -0.442


The molecule C14H19NO2S, computed with wB97M-V/def2-TZVPD.

```
37
Properties=species:S:1:pos:R:3
S -3.27843 -0.73409 0.27087
O -0.18799 -1.19858 1.21770
O 3.54763 0.00344 -1.08541
N 0.88924 -0.67565 -0.69942
C 4.30380 0.96609 -0.38641
C -0.05205 -0.47039 0.25383
C -0.24899 1.96068 -0.16866
C -2.99718 1.92185 0.00787
C -2.29120 0.72317 0.08218
C -0.89663 0.74152 0.01701
C -0.95598 3.14487 -0.25185
C 3.70089 1.01332 1.02010
C -2.50351 -1.98585 -0.82826
C 1.91707 -1.67880 -0.57923
C -2.33812 3.12403 -0.14715
C -2.12318 -3.23836 -0.06407
C 3.26607 -0.44069 1.23930
C 3.26035 -1.05402 -0.17987
H 4.23090 1.90691 -0.93332
H 1.05435 0.03154 -1.39920
H -1.64037 -1.51869 -1.29739
H 4.04273 -1.82496 -0.26254
H -1.67353 -3.96277 -0.74112
H 3.97114 -0.97239 1.87600
H 2.02772 -2.18822 -1.54063
H -1.41192 -2.99435 0.72089
H -0.43185 4.07865 -0.38846
H 2.28067 -0.50402 1.69570
H 0.83093 1.98026 -0.21725
H -2.90138 4.04352 -0.19957
H -3.00389 -3.68373 0.39238
H -3.25194 -2.20380 -1.59187
H 2.83901 1.68064 1.03957
H 4.41956 1.35564 1.76059
H 5.35860 0.65701 -0.34125
H -4.07388 1.88772 0.07186
H 1.60080 -2.39341 0.18293
```

Summary:
* SMILES: CCSc1ccccc1C(=O)NC[C@@H]1CCCO1
* gap between HOMO and LUMO: 8.906 eV
* molecular weight: 265.4 g/mol
* relative energy (zero: lowest compared OMol25 entry of this formula, charge and spin): 0.4728 eV

Here are the Mulliken charges for atoms 1 to 2, given in e:
1 S -0.226
2 O -0.639


A cluster of 7 separate species, C32H66N6O7 in total, computed with wB97M-V/def2-TZVPD.

```
111
Properties=species:S:1:pos:R:3
O -20.19261 3.02271 1.38178
O -15.16447 11.08197 4.05541
O -17.11188 5.67569 6.53383
O -25.98746 11.34891 1.53283
O -19.60395 15.48432 6.99928
O -18.05022 11.14432 0.39724
O -18.75240 3.29401 2.97612
N -18.75722 8.62794 7.96391
N -19.92639 3.35816 2.54259
N -24.88364 12.36611 4.05625
N -16.26220 10.01256 7.43980
N -19.17130 11.81751 8.14740
N -17.25989 12.98531 3.59527
C -17.98437 12.21000 2.59208
C -19.25036 16.71529 7.50031
C -19.42309 12.87096 2.54797
C -20.63582 12.84927 6.44825
C -22.70615 12.86485 2.96196
C -15.34524 12.14880 6.76746
C -21.21359 9.22809 3.84847
C -15.22872 10.20340 5.20548
C -19.21057 6.43255 8.83957
C -19.83181 9.28325 4.01912
C -20.97935 3.76373 3.46811
C -18.24365 7.26411 8.01187
C -14.51153 10.48781 2.98199
C -20.72962 4.41992 4.66339
C -21.75075 8.11197 3.21642
C -26.40586 10.24635 0.69512
C -17.34786 12.12416 1.18328
C -17.83248 11.27698 -1.01980
C -24.28372 12.67509 2.75096
C -16.51716 5.26436 5.29062
C -20.87879 6.98849 2.86230
C -17.96434 6.81553 6.62613
C -24.58185 11.54662 1.69054
C -19.01901 8.26799 3.62868
C -19.10069 14.36702 7.81518
C -21.81716 4.98292 5.39212
C -19.27471 12.93432 7.18786
C -23.33160 4.00520 3.76774
C -22.26459 3.59903 3.01468
C -16.09258 10.91577 6.30937
C -23.11934 4.68544 5.00011
C -19.54052 7.12974 3.01319
H -22.37471 13.26816 2.00510
H -17.48848 7.68651 6.17554
H -24.14542 10.62323 2.07131
H -27.48605 10.12378 0.61597
H -24.48380 11.51548 4.42592
H -19.73802 4.65095 5.02362
H -18.22906 17.03449 7.29253
H -18.06198 11.20157 2.99846
H -24.35080 3.73619 3.53267
H -22.57222 13.60392 3.75186
H -20.06994 12.21829 1.96171
H -15.33116 9.79630 7.76614
H -18.89904 6.30408 2.74264
H -20.71701 13.76975 5.87013
H -21.45746 12.85715 7.16445
H -21.50363 5.50783 6.28239
H -23.96255 4.87921 5.64653
H -15.93199 5.97241 4.70381
H -18.51712 12.87606 6.40634
H -21.22256 6.11721 2.32463
H -14.55471 11.87779 7.46726
H -21.79816 10.03421 4.26663
H -18.61341 10.87563 -1.66569
H -24.74160 13.59753 2.39382
H -16.34873 12.56295 3.70249
H -18.13221 9.10361 7.32892
H -18.75306 5.44464 8.89277
H -19.87744 17.50149 7.07988
H -18.38195 9.02963 8.81121
H -14.94386 12.65106 5.88727
H -17.26549 7.18999 8.48705
H -18.89183 6.52804 6.13094
H -15.00193 9.57547 2.64251
H -16.32249 11.76761 1.28120
H -13.52776 10.09157 3.23356
H -17.33668 13.09565 0.68913
H -17.95604 8.42224 3.74140
H -20.21137 6.36121 8.41366
H -14.36360 11.25326 2.22021
H -19.65883 14.46107 8.74670
H -19.43650 10.14697 4.53304
H -14.20761 10.05467 5.55663
H -25.84371 12.20173 3.78914
H -15.69805 9.25774 4.93424
H -15.75535 4.50643 5.47307
H -19.66872 12.90728 3.60932
H -20.73198 11.99870 5.77342
H -22.43462 2.99196 2.13778
H -19.46278 13.88489 2.14989
H -19.27094 6.83596 9.85037
H -19.40976 16.90121 8.56244
H -17.30335 4.79827 4.69668
H -16.95448 13.80399 3.08874
H -19.42426 10.97112 7.65777
H -17.72996 12.34444 -1.21504
H -18.23539 11.68084 8.50166
H -26.19791 10.33468 -0.37121
H -16.85670 10.94029 -1.36993
H -16.64071 10.57484 8.18858
H -17.01879 11.12344 5.77355
H -16.05134 12.75389 7.33612
H -24.18340 11.81041 0.71087
H -22.02007 12.03682 3.14019
H -22.79987 7.98014 2.99652
H -25.85100 9.35073 0.97457
H -18.05686 14.56967 8.05490
```

Summary:
* SMILES: O=[N+]([O-])c1ccccc1.COC[C@H](C)N.COC[C@H](C)N.COC[C@H](C)N.COC[C@H](C)N.COC[C@H](C)N.c1ccccc1
* gap between HOMO and LUMO: 8.392 eV
* molecular weight: 646.9 g/mol
* relative energy (zero: lowest compared OMol25 entry of this formula, charge and spin): 0.0000 eV

Here are the Mulliken charges for atoms 1 to 2, given in e:
1 O -0.604
2 O -0.310


A cluster of 2 separate species, CH7N2Si in total, computed with wB97M-V/def2-TZVPD.

```
11
Properties=species:S:1:pos:R:3
Si 2.73096 -0.04769 0.05283
N -1.23681 -1.25160 0.21094
N -1.67756 0.93093 -0.29352
C -0.84105 -0.01767 -0.04312
H 3.35688 0.74924 -0.94414
H -2.68438 0.79358 -0.30271
H 0.19515 0.38755 -0.13248
H 3.91477 0.28554 1.12240
H -1.16188 1.83880 -0.32857
H -0.48843 -1.97380 0.50468
H -2.10765 -1.69489 0.15369
```

Summary:
* gap between HOMO and LUMO: 7.878 eV
* molecular weight: 75.2 g/mol
* relative energy (zero: lowest compared OMol25 entry of this formula, charge and spin): 3.0807 eV
* net charge: +1

Here are the Mulliken charges for atoms 1 to 2, given in e:
1 Si 0.231
2 N -0.343


A structure of composition C15H20MgN5O4P, computed with wB97M-V/def2-TZVPD.

```
46
Properties=species:S:1:pos:R:3
P -2.65601 -0.95017 -0.47964
Mg 0.52310 -0.80374 0.56571
O 3.51611 -1.54438 -2.61703
O 1.60542 -0.68696 -1.00599
O -1.23527 -0.61842 -0.12313
O -2.95204 -1.78965 -1.67481
N 0.02667 -0.50509 2.57275
N -2.98810 0.98158 -2.23943
N -3.59940 -3.28764 0.39164
N 1.76351 1.52598 -0.29681
N 1.08629 1.04686 0.72614
C -0.44468 -1.31129 3.53277
C 5.01030 0.03924 -3.46128
C -0.84423 0.51881 4.99804
C 0.68495 1.67287 1.77712
C -3.50806 -1.87743 0.90753
C 4.69778 2.39563 -3.04119
C 3.59745 2.12355 -2.27279
C 2.11003 0.50352 -1.13027
C 0.10088 0.82883 2.81345
C 5.41473 1.34364 -3.62322
C -0.34406 1.36145 4.02547
C -0.88993 -0.85177 4.75408
C 3.87267 -0.25729 -2.70993
C -3.46395 0.68282 -0.84534
C 3.16681 0.79430 -2.07620
H -3.16660 1.48050 -0.16976
H -4.54791 0.58779 -0.85631
H -3.45570 1.78428 -2.66390
H -3.58525 -3.19293 -0.66023
H -1.18530 0.91966 5.94317
H -4.51445 -1.50496 1.08676
H -0.43908 -2.37420 3.31288
H 6.30015 1.55893 -4.20637
H -1.24055 -1.54572 5.50439
H 5.02225 3.41610 -3.18961
H 5.54633 -0.78711 -3.90870
H 3.03713 2.91472 -1.79764
H -2.78534 -3.84551 0.64263
H 0.82764 2.73934 1.92750
H 2.70676 -1.60412 -2.09118
H -4.43238 -3.78771 0.70042
H -2.94051 -1.82038 1.83310
H -3.14496 0.14171 -2.81824
H -0.27470 2.42842 4.18800
H -1.97849 1.15594 -2.24457
```

Summary:
* gap between HOMO and LUMO: 6.277 eV
* molecular weight: 389.6 g/mol
* net charge: +2

Here are the Mulliken charges for atoms 1 to 2, given in e:
1 P 0.936
2 Mg 0.587


A structure of composition C4H3Br, computed with wB97M-V/def2-TZVPD.

```
8
Properties=species:S:1:pos:R:3
Br 3.08431 -0.00127 -0.17374
C -0.69883 0.19094 -0.74060
C -1.02244 -0.38944 0.64834
C 1.88869 0.27006 1.15842
C 0.14564 0.00225 0.42011
H -1.15370 1.19701 -0.79436
H -1.77978 -0.84541 1.18608
H -0.46387 -0.42414 -1.70425
```

Summary:
* gap between HOMO and LUMO: 7.539 eV
* molecular weight: 131.0 g/mol
* relative energy (zero: lowest compared OMol25 entry of this formula, charge and spin): 4.7318 eV

Here are the Mulliken charges for atoms 1 to 2, given in e:
1 Br 0.056
2 C -0.462